Below is an isolated molecule of CH5INPS, with properties calculated with wB97M-V/def2-TZVPD.

Structure (ORCA input):
```
! wB97M-V def2-TZVPD RIJCOSX def2/J DEFGRID3
* xyz 0 1
C -0.003 -0.233 -1.127
P -1.025 0.829 0.044
N -0.313 0.346 1.557
S -0.818 3.283 0.025
I -3.231 -0.296 -0.031
H 0.017 -1.169 -0.634
H -0.522 -0.196 -2.177
H 0.943 0.272 -1.094
H -0.866 -0.359 2.082
H 0.276 0.993 1.924
*
```

Its SMILES is C[P@@](N)(=S)I. Its calculated total energy is -30832.2442 eV. The HOMO-LUMO gap comes out at 7.172 eV. Its strongest force on any atom is 5.73 eV/A. The value obtained for the HOMO energy is -8.412 eV.

For each atom in turn, the Löwdin charge in e is:
1 C -0.31
2 P 0.14
3 N -0.21
4 S -0.16
5 I 0.41
6 H 0.01
7 H 0.08
8 H 0.02
9 H 0.05
10 H -0.03